(1)
{
  "formula": "C30H50BrN3P2STc",
  "method": "the ωB97M-V functional and the def2-TZVPD basis",
  "e_above_lowest_kcal_mol": 14.2,
  "homo_energy_ev": [-18.918, -19.349],
  "gap_ev": [5.48, 4.01],
  "total_charge": 4,
  "e_tot_ev": -137996.54670,
  "multiplicity": 4,
  "symbols": ["C", "C", "C", "C", "N", "C", "C", "C", "C", "C", "C", "C", "C", "C", "Tc", "P", "H", "H", "H", "H", "H", "H", "H", "H", "C", "C", "H", "H", "H", "H", "H", "C", "C", "H", "H", "H", "H", "H", "C", "C", "H", "H", "H", "H", "H", "Br", "P", "C", "C", "H", "H", "H", "H", "H", "C", "C", "H", "H", "H", "H", "H", "C", "C", "H", "H", "H", "H", "H", "C", "C", "N", "C", "S", "N", "C", "C", "H", "H", "H", "H", "H", "H", "H", "H", "H", "H", "H", "H"],
  "xyz": [[2.22535, 4.08811, -0.68782], [1.21778, 3.22338, -1.15758], [0.97161, 3.10543, -2.55393], [1.73577, 3.92610, -3.38353], [2.65095, 4.77541, -2.91620], [2.88391, 4.89062, -1.61189], [0.56252, 2.61493, -0.06763], [-0.00341, 2.42481, 1.06061], [-1.40688, 2.34333, 1.36376], [-2.08209, 1.42610, 2.19059], [-2.98285, 0.53798, 1.53620], [-3.31269, 0.89710, 0.15313], [-3.14472, 2.24319, -0.26967], [-2.21174, 2.99986, 0.37040], [-1.61324, -0.15656, 0.14390], [1.46215, -0.45914, -0.69377], [0.20363, 2.44543, -2.95628], [2.42755, 4.15163, 0.38393], [1.59245, 3.88441, -4.46554], [3.59947, 5.62293, -1.24431], [-1.98208, 4.03739, 0.09379], [-1.96404, 1.37446, 3.26596], [-3.74431, 2.58292, -1.11484], [-3.61072, -0.18751, 2.04339], [2.07958, -2.21929, -0.50202], [3.27270, -2.64777, -1.34737], [1.21116, -2.85295, -0.72471], [2.27101, -2.38557, 0.56713], [3.53451, -3.69155, -1.12197], [3.06026, -2.57986, -2.42126], [4.15646, -2.03887, -1.12988], [1.84149, -0.08853, -2.48879], [3.19369, 0.53442, -2.81014], [1.03507, 0.60239, -2.77306], [1.68661, -0.98893, -3.09900], [3.23636, 0.81587, -3.87250], [3.36638, 1.44810, -2.22950], [4.01791, -0.16519, -2.63323], [2.74407, 0.54013, 0.24789], [4.22303, 0.13211, 0.25369], [2.34234, 0.59820, 1.27035], [2.66436, 1.56629, -0.12591], [4.78729, 0.84609, 0.87534], [4.38113, -0.87151, 0.66134], [4.65968, 0.18478, -0.75120], [-4.90650, -0.05671, -0.70428], [-1.63874, -1.42156, -1.88841], [-0.55617, -2.47939, -2.92475], [-1.25110, -3.73067, -3.46099], [0.30468, -2.74259, -2.29643], [-0.18240, -1.86416, -3.75965], [-0.53900, -4.28414, -4.08176], [-1.57558, -4.40186, -2.65664], [-2.11289, -3.48656, -4.09643], [-2.65344, -2.60849, -0.90477], [-3.94911, -3.04361, -1.56927], [-2.84991, -2.10196, 0.07842], [-2.00424, -3.46729, -0.66534], [-4.45959, -3.73342, -0.88556], [-4.61651, -2.17710, -1.70653], [-3.76416, -3.55044, -2.52286], [-2.33290, -0.25288, -3.12860], [-2.97872, -0.95986, -4.30957], [-1.44804, 0.35103, -3.45611], [-3.03753, 0.44104, -2.63304], [-3.61386, -0.25312, -4.85199], [-2.21501, -1.31882, -5.00708], [-3.61675, -1.78844, -3.98311], [-1.21446, -2.05739, 6.34309], [-0.24608, -1.25630, 5.50169], [-0.79994, -1.11304, 4.15456], [-0.17211, -0.47762, 3.15591], [-0.30372, -1.27334, 1.61027], [0.55447, 0.63331, 3.36594], [0.12854, 1.65625, 4.37969], [1.28407, 2.18227, 5.18528], [-2.19560, -1.58098, 6.35033], [-0.84560, -2.09582, 7.36827], [-1.31536, -3.07906, 5.96376], [-0.07309, -0.26062, 5.91859], [0.72996, -1.75655, 5.43561], [-1.36977, -1.90280, 3.82677], [0.90269, 1.07603, 2.50513], [-0.31626, 2.49542, 3.82943], [-0.65603, 1.22515, 5.00851], [1.95103, 2.77218, 4.55562], [0.88364, 2.84035, 5.95876], [1.83158, 1.37286, 5.66966]]
}

***

(2)
{
  "formula": "C30H50Cl2N3O10S",
  "method": "the ωB97M-V functional and the def2-TZVPD basis",
  "homo_energy_ev": -11.667,
  "gap_ev": 8.21,
  "total_charge": 1,
  "e_tot_ev": -92739.08005,
  "symbols": ["C", "C", "O", "C", "C", "C", "C", "C", "N", "C", "C", "O", "C", "C", "C", "C", "C", "C", "C", "C", "C", "S", "O", "O", "Cl", "C", "O", "C", "N", "C", "N", "C", "C", "C", "O", "Cl", "H", "H", "H", "H", "H", "H", "H", "H", "H", "H", "H", "H", "H", "H", "H", "H", "H", "H", "H", "H", "H", "H", "H", "H", "H", "H", "H", "H", "H", "H", "H", "H", "H", "H", "H", "H", "H", "H", "H", "H", "H", "H", "H", "H", "H", "H", "C", "C", "C", "O", "C", "C", "C", "O", "O", "O", "H", "H", "H", "H"],
  "xyz": [[1.17085, -3.59670, 4.45647], [-0.32519, -3.87512, 4.46908], [-1.07662, -2.66789, 4.48790], [-1.52460, -2.25826, 3.21635], [-2.17710, -0.87957, 3.34171], [-1.50386, 0.15800, 2.44132], [-1.81067, -0.08431, 0.96050], [-1.59084, 1.10509, 0.02837], [-0.22111, 1.33720, -0.55451], [-0.14458, 1.25523, -2.02170], [0.24924, -0.11844, -2.58352], [0.47025, 0.14817, -3.95418], [-0.91345, -1.12660, -2.40474], [-1.01690, -2.27834, -3.43973], [-1.19415, -3.63379, -2.72968], [-2.21700, -2.05960, -4.36527], [1.56528, -0.54421, -1.86846], [2.71974, 0.38866, -2.30705], [3.79866, 0.67735, -1.26492], [5.07054, 1.26805, -1.89329], [6.27900, 1.02714, -0.98610], [7.45613, 2.37775, -1.00614], [7.08002, 3.32460, -2.00680], [7.69925, 2.78467, 0.34426], [9.12351, 1.42987, -1.66218], [1.93114, -1.99322, -2.15526], [3.22848, -2.26388, -1.65458], [4.03064, -3.05555, -2.51464], [1.30067, -0.45632, -0.41080], [0.81294, 0.69026, 0.09886], [1.27254, 1.21468, 1.22227], [2.29573, 0.56706, 2.04501], [0.69750, 2.45619, 1.74283], [1.31563, 3.65944, 1.06249], [0.74325, 4.40522, 0.34389], [3.03846, 3.85085, 1.40283], [1.38916, -2.77283, 3.77681], [1.70046, -4.47970, 4.09978], [1.53493, -3.34906, 5.45031], [-0.59202, -4.46468, 3.58733], [-0.60627, -4.44556, 5.35134], [-2.23528, -2.98808, 2.81703], [-0.66366, -2.20300, 2.53284], [-2.12588, -0.55412, 4.37682], [-3.21920, -0.95544, 3.03176], [-0.43194, 0.07620, 2.63835], [-1.83041, 1.16572, 2.69900], [-1.31334, -0.98372, 0.59593], [-2.87968, -0.29741, 0.90601], [-2.25686, 1.00486, -0.82299], [-1.90556, 2.00782, 0.55410], [0.55241, 2.00932, -2.38095], [-1.11190, 1.53546, -2.42892], [0.99038, -0.55121, -4.35978], [-1.82846, -0.54067, -2.48444], [-0.90323, -1.55274, -1.40303], [-0.12142, -2.33361, -4.05635], [-0.59214, -3.70892, -1.82332], [-0.92273, -4.46557, -3.37498], [-2.23302, -3.73909, -2.41690], [-2.01896, -1.31758, -5.13546], [-3.08393, -1.75613, -3.77899], [-2.48693, -2.99680, -4.85257], [2.33092, 1.33327, -2.67627], [3.19981, -0.08267, -3.16671], [3.42066, 1.44442, -0.58013], [4.03443, -0.20643, -0.67649], [5.23310, 0.82530, -2.87498], [4.92848, 2.33436, -2.05030], [5.97259, 0.95427, 0.05550], [6.78669, 0.10848, -1.26226], [1.88866, -2.19485, -3.22671], [1.22973, -2.66292, -1.65545], [4.93459, -3.31273, -1.97054], [4.30130, -2.50465, -3.41927], [3.51872, -3.97742, -2.79731], [1.97040, -0.95500, 0.15891], [2.97205, -0.02681, 1.44111], [2.85048, 1.33139, 2.57487], [1.81882, -0.07989, 2.78550], [0.90355, 2.49334, 2.81092], [-0.37366, 2.49505, 1.60715], [-5.15201, 3.40372, 1.04091], [-6.22034, 4.18651, 0.81579], [-7.59575, 3.83518, 1.33776], [-8.48839, 4.61800, 1.08821], [-7.75766, 2.60548, 2.08983], [-6.68935, 1.82842, 2.31037], [-5.31681, 2.18855, 1.80081], [-4.40675, 1.41301, 2.06316], [-6.73964, 0.69040, 2.98862], [-6.17143, 5.31213, 0.13454], [-4.16619, 3.65176, 0.67329], [-8.74452, 2.35624, 2.45284], [-5.83105, 0.33982, 3.01535], [-7.07936, 5.67708, 0.13159]]
}

***

(3)
{
  "formula": "C30H50Cl4O16",
  "method": "the ωB97M-V functional and the def2-TZVPD basis",
  "homo_energy_ev": -10.249,
  "gap_ev": 10.55,
  "total_charge": 0,
  "smiles": "CCOC(=O)OC.CCOC(=O)OC.O=C1CCCO1.O=C1CCCO1.O=C1CCCO1.O=C1CCCO1.O=C1CCCO1.ClCCl.ClCCl",
  "e_tot_ev": -114770.43569,
  "symbols": ["C", "C", "O", "C", "O", "O", "C", "H", "H", "H", "H", "H", "H", "H", "H", "C", "C", "O", "C", "O", "O", "C", "H", "H", "H", "H", "H", "H", "H", "H", "O", "C", "C", "C", "C", "O", "H", "H", "H", "H", "H", "H", "O", "C", "C", "C", "C", "O", "H", "H", "H", "H", "H", "H", "O", "C", "C", "C", "C", "O", "H", "H", "H", "H", "H", "H", "O", "C", "C", "C", "C", "O", "H", "H", "H", "H", "H", "H", "O", "C", "C", "C", "C", "O", "H", "H", "H", "H", "H", "H", "Cl", "C", "Cl", "H", "H", "Cl", "C", "Cl", "H", "H"],
  "xyz": [[0.49900, -24.79516, -14.33292], [-0.57281, -24.36514, -15.32604], [-0.14533, -23.00820, -15.69400], [-1.16277, -22.26340, -16.16214], [-2.27118, -22.64360, -16.34117], [-0.84436, -20.99465, -16.34834], [0.43374, -20.62470, -15.83001], [1.41115, -24.64081, -14.88183], [0.36637, -25.83906, -14.16886], [0.43627, -24.15673, -13.45147], [-1.62750, -24.36039, -14.92906], [-0.54023, -25.02410, -16.20184], [0.45652, -20.70048, -14.78491], [0.62214, -19.62897, -16.12280], [1.23693, -21.28932, -16.20803], [1.33674, -18.41699, -13.36180], [-0.07687, -18.21194, -13.93103], [-0.98483, -17.70058, -12.85520], [-2.29588, -17.58162, -13.25496], [-2.70083, -17.69656, -14.37421], [-2.99907, -17.33441, -12.22136], [-4.42236, -17.58127, -12.39178], [1.92104, -18.89762, -14.10190], [1.36259, -19.04195, -12.50808], [1.86837, -17.44397, -13.21917], [-0.51846, -19.09742, -14.27696], [-0.09752, -17.38081, -14.70862], [-4.69552, -17.16080, -13.36273], [-4.94949, -17.07320, -11.60874], [-4.62297, -18.66872, -12.25118], [-3.23075, -19.61127, -9.03705], [-2.14777, -20.14589, -9.05306], [-0.83084, -19.64194, -9.68874], [0.02304, -20.90047, -9.74729], [-0.50839, -21.68149, -8.56206], [-1.91394, -21.31538, -8.53294], [-0.95293, -19.10072, -10.65439], [-0.36012, -18.89046, -9.05311], [-0.24424, -21.48490, -10.61823], [1.01425, -20.67204, -9.64270], [-0.48055, -22.73970, -8.68701], [-0.13524, -21.44367, -7.58144], [-5.50921, -17.81092, -15.44840], [-4.73852, -17.57262, -16.34236], [-3.69986, -18.49747, -16.96538], [-3.07623, -17.66432, -18.12685], [-3.84093, -16.29197, -18.06473], [-4.62020, -16.28828, -16.92919], [-2.99513, -18.81971, -16.17647], [-4.31633, -19.32791, -17.28611], [-2.00522, -17.47795, -17.96869], [-3.17823, -17.99532, -19.13859], [-3.18435, -15.48635, -18.01094], [-4.47968, -16.04462, -18.89730], [-1.08807, -21.44399, -13.19803], [-2.20074, -21.72860, -12.89345], [-3.49659, -21.71234, -13.70948], [-4.54764, -21.80757, -12.63812], [-3.78828, -22.51638, -11.48170], [-2.44116, -22.18578, -11.64613], [-3.52919, -20.78277, -14.35852], [-3.42975, -22.51723, -14.53402], [-4.88824, -20.83316, -12.32060], [-5.44694, -22.48312, -12.91121], [-4.03507, -22.32827, -10.44182], [-3.92648, -23.65336, -11.68291], [7.17438, -23.24869, -9.76381], [6.73149, -22.29523, -10.33077], [7.52406, -21.08461, -10.79404], [6.38246, -20.05364, -10.69351], [5.14169, -20.83362, -11.00158], [5.40045, -22.16363, -10.54498], [8.31126, -21.00168, -10.06433], [7.89573, -21.25748, -11.76413], [6.33726, -19.56561, -9.66973], [6.49631, -19.19027, -11.30021], [4.26449, -20.48113, -10.41530], [5.07246, -20.90552, -12.08999], [-0.26841, -17.17685, -7.46277], [-1.48648, -17.09895, -7.51696], [-2.57947, -17.57426, -6.58177], [-3.90615, -16.90867, -7.06646], [-3.56021, -16.56193, -8.44125], [-2.08050, -16.45954, -8.53587], [-2.63492, -18.66707, -6.70343], [-2.25160, -17.32621, -5.57246], [-4.70803, -17.60686, -7.03094], [-4.09190, -16.06452, -6.32655], [-3.79012, -17.26951, -9.22561], [-3.83799, -15.57915, -8.71402], [2.17864, -13.43865, -9.55324], [1.10120, -14.35845, -8.47345], [0.09053, -13.24159, -7.51908], [0.38400, -14.88912, -9.11734], [1.65283, -14.98369, -7.75509], [0.27819, -15.01227, -13.45746], [-0.67690, -14.76018, -14.91282], [0.35457, -14.72737, -16.43840], [-1.33644, -15.63065, -15.09132], [-1.17000, -13.84598, -14.82422]]
}